C6H6O4 | wB97M-V/def2-TZVPD

The frontier orbital gap comes out at 10.9 eV. Its total charge is 0. The SMILES is C#CC1(C(=O)OCC)OO1. Its highest occupied orbital energy is -0.370 hartree.

Geometry as XYZ:
```
16
Properties=species:S:1:pos:R:3:mulliken_charge:R:1
O 0.552 1.631 0.756 -0.48
O -1.728 0.830 2.296 -0.29
O -2.299 -0.082 1.359 -0.31
O 0.265 -0.336 -0.344 -0.30
C 0.152 0.546 0.605 0.39
C 0.935 -0.010 -1.584 -0.26
C -0.981 -0.155 1.701 0.95
C -0.369 -1.299 2.259 -0.92
C 0.167 -2.200 2.854 0.24
C 0.105 1.068 -2.322 -0.83
H -0.370 0.509 -3.195 0.27
H 0.522 -3.172 3.279 0.40
H -0.651 1.346 -1.665 0.31
H 2.082 0.338 -1.401 0.26
H 0.911 -1.022 -2.012 0.28
H 0.707 2.008 -2.585 0.28
```

C6H6OS | wB97M-V/def2-TZVPD

The frontier orbital gap comes out at 8.6 eV. Its total charge is 0. The SMILES is CC#CC1=CSCO1. Its highest occupied orbital energy is -0.283 hartree.

Geometry as XYZ:
```
14
Properties=species:S:1:pos:R:3:mulliken_charge:R:1
S 3.266 -0.692 -0.146 -0.15
O 1.345 1.105 -0.277 -0.36
C 0.750 -0.120 -0.098 0.18
C -0.677 -0.135 -0.083 -0.29
C 2.704 1.029 0.104 -0.24
C 1.582 -1.168 0.006 -0.11
C -1.879 -0.156 -0.078 0.20
C -3.331 -0.172 -0.075 -1.01
H -3.738 -0.582 -1.000 0.29
H -3.707 0.868 0.083 0.28
H 2.792 1.286 1.195 0.25
H -3.712 -0.791 0.778 0.27
H 3.311 1.719 -0.520 0.29
H 1.295 -2.191 0.111 0.40
```

C6H6OS2 | wB97M-V/def2-TZVPD

The frontier orbital gap (alpha / beta) comes out at 7.0 / 7.6 eV. Its total charge is 0. Its highest occupied orbital energy (alpha / beta) is -0.270 / -0.291 hartree.

Geometry as XYZ:
```
15
Properties=species:S:1:pos:R:3:mulliken_charge:R:1
S -0.617 -1.919 -2.165 -0.15
S -1.281 0.652 1.266 -0.11
O 0.745 2.390 1.680 -0.44
C 0.018 -1.449 -0.539 -0.10
C 1.158 -0.509 -0.497 -0.63
C 0.361 1.199 1.203 0.36
C -1.523 0.309 -0.414 -0.71
C -1.479 -1.092 -0.851 -0.19
C 1.266 0.612 0.308 -0.43
H 0.130 -2.273 0.188 0.42
H 2.305 0.785 0.343 0.40
H 0.294 2.674 2.425 0.32
H -2.253 -1.799 -0.538 0.41
H 1.818 -0.542 -1.370 0.33
H -0.942 0.961 -1.038 0.52
```

C6H6S2 | wB97M-V/def2-TZVPD

The frontier orbital gap comes out at 9.0 eV. Its total charge is 0. The SMILES is C=C=CSC=C=CS. Its highest occupied orbital energy is -0.309 hartree.

Geometry as XYZ:
```
14
Properties=species:S:1:pos:R:3:mulliken_charge:R:1
S 1.615 -0.256 1.407 -0.12
S -0.795 2.624 -2.017 -0.23
C 0.049 -2.260 0.115 -0.08
C -0.882 2.399 -0.306 0.02
C 1.047 1.520 1.086 -0.20
C 0.393 -1.041 0.184 0.12
C 0.125 1.862 0.280 -0.45
C -0.417 -3.411 0.157 -0.72
H -1.198 -3.665 0.819 0.24
H -1.864 2.512 -0.052 0.34
H -0.047 -0.237 -0.420 0.29
H 1.754 2.126 1.558 0.39
H 0.357 2.086 -2.384 0.14
H -0.137 -4.260 -0.425 0.26
```

C6H6S2 | wB97M-V/def2-TZVPD

The frontier orbital gap comes out at 7.7 eV. Its total charge is 0. The SMILES is C#CC1(C=S)CSC1. Its highest occupied orbital energy is -0.322 hartree.

Geometry as XYZ:
```
14
Properties=species:S:1:pos:R:3:mulliken_charge:R:1
S -0.653 0.455 -2.233 -0.16
S -2.305 -0.345 2.130 -0.16
C 1.254 -0.506 0.354 -1.12
C -0.277 1.170 -0.677 -0.78
C -0.110 -0.189 0.136 1.55
C -0.783 -0.930 -1.102 -0.84
C -0.733 0.014 1.513 -0.60
C 2.524 -0.437 0.497 -0.14
H 0.190 0.071 2.164 0.31
H -0.212 -1.717 -1.353 0.52
H -1.914 -0.947 -0.760 0.31
H 0.492 1.854 -0.836 0.38
H 3.629 -0.152 0.490 0.36
H -1.103 1.658 -0.324 0.37
```

C6H7AgLiO7 | wB97M-V/def2-TZVPD

The frontier orbital gap comes out at 7.0 eV. Its total charge is +1. Its highest occupied orbital energy is -0.461 hartree.

Geometry as XYZ:
```
22
Properties=species:S:1:pos:R:3:mulliken_charge:R:1
Ag 0.755 -2.585 0.126 0.65
O -1.118 -0.756 -0.917 -0.26
O -0.218 3.302 -0.622 -0.54
O 0.115 1.798 -2.253 -0.35
O 2.025 -0.888 1.281 -0.51
O -1.060 -1.766 0.983 -0.74
O -3.055 -0.961 0.265 -0.57
O -1.555 1.513 -0.855 -0.35
C -0.509 2.287 -1.184 0.62
C 0.987 -0.038 2.109 -0.17
C -1.577 0.332 -1.646 0.19
C -0.579 0.656 -2.758 -0.30
C 1.996 -0.906 2.725 -0.25
C -1.876 -1.228 0.181 0.72
Li 3.545 -0.210 0.339 0.93
H 1.666 -1.851 3.163 0.23
H 0.141 -0.153 -2.914 0.20
H -1.077 0.918 -3.698 0.27
H 2.848 -0.415 3.204 0.28
H -0.024 -0.221 2.473 0.22
H -2.611 0.148 -1.952 0.40
H 1.182 1.024 1.949 0.33
```

C6H7B | wB97M-V/def2-TZVPD

The frontier orbital gap comes out at 9.0 eV. Its total charge is 0. Its highest occupied orbital energy is -0.333 hartree.

Geometry as XYZ:
```
14
Properties=species:S:1:pos:R:3:mulliken_charge:R:1
C -3.716 -0.360 0.260 -0.49
C -1.723 1.205 -0.572 -0.59
C -2.596 0.146 -0.052 0.23
C 0.697 1.796 0.425 -1.31
C -0.537 1.022 0.123 0.55
C -0.166 -2.403 0.143 -1.00
B -1.166 -0.300 0.399 0.12
H 1.076 2.131 -0.445 0.40
H 0.400 -2.721 0.928 0.32
H 1.353 1.199 0.889 0.36
H -1.000 -3.047 -0.098 0.30
H 0.352 -2.218 -0.832 0.29
H 0.310 2.621 1.134 0.27
H -1.931 1.877 -1.258 0.56
```

C6H7B3F2O5S | wB97M-V/def2-TZVPD

The frontier orbital gap comes out at 8.9 eV. Its total charge is 0. Its highest occupied orbital energy is -0.347 hartree.

Geometry as XYZ:
```
24
Properties=species:S:1:pos:R:3:mulliken_charge:R:1
S -0.851 1.480 2.864 0.97
F -3.042 -3.245 -0.871 -0.32
F -1.744 0.338 2.225 -0.19
O 1.861 0.869 2.243 -0.37
O 2.953 2.346 0.731 -0.36
O -1.493 2.714 2.561 -0.53
O -0.583 1.078 4.201 -0.54
O 0.638 1.973 0.527 -0.38
C -2.000 -2.554 -1.375 0.47
C 0.122 -1.145 -2.401 -0.78
C -1.481 -2.931 -2.597 -0.60
C -1.493 -1.495 -0.649 -0.60
C -0.419 -0.789 -1.173 0.08
C -0.411 -2.213 -3.110 -0.28
B 0.699 1.380 1.758 0.54
B 2.996 1.622 1.906 0.45
B 1.707 2.882 0.466 0.47
H 1.512 4.046 0.369 -0.05
H 0.007 -2.491 -4.068 0.36
H -1.912 -3.769 -3.127 0.42
H 0.001 0.044 -0.625 0.38
H 3.913 1.689 2.649 -0.06
H 0.958 -0.591 -2.806 0.40
H -1.940 -1.236 0.301 0.51
```

C6H7BO2S | wB97M-V/def2-TZVPD

The frontier orbital gap (alpha / beta) comes out at 6.4 / 7.5 eV. As for the multiplicity: 3. Its total charge is 0. Its highest occupied orbital energy (alpha / beta) is -0.256 / -0.311 hartree.

Geometry as XYZ:
```
17
Properties=species:S:1:pos:R:3:mulliken_charge:R:1
S 3.125 -0.952 -0.724 -0.14
O -2.397 -0.680 1.049 -0.49
O -4.110 0.274 -0.311 -0.52
C 3.663 0.215 0.460 -0.31
C -1.956 -0.057 -1.334 -0.56
C 2.507 0.914 1.028 -0.56
C 1.341 -0.547 -0.516 0.67
C 1.274 0.466 0.483 -0.24
C 0.429 -1.150 -1.273 -0.85
B -2.813 -0.172 -0.103 0.49
H 2.754 1.467 2.006 0.26
H 0.421 -1.932 -1.957 0.40
H 0.308 0.915 0.582 0.37
H 4.708 0.406 0.455 0.43
H -1.880 0.578 -2.085 0.49
H -4.497 0.775 0.368 0.27
H -2.877 -0.518 1.874 0.29
```

C6H7Br | wB97M-V/def2-TZVPD

The frontier orbital gap comes out at 9.9 eV. Its total charge is 0. Its highest occupied orbital energy is -0.332 hartree.

Geometry as XYZ:
```
14
Properties=species:S:1:pos:R:3:mulliken_charge:R:1
Br 3.795 -0.125 0.014 -0.17
C -0.240 1.420 -0.078 -0.56
C 1.357 1.535 -0.042 -0.15
C -0.693 -0.060 0.170 -0.68
C 0.412 -1.108 0.108 0.35
C 1.943 0.359 0.115 -0.29
C 0.717 -2.374 -0.131 -0.62
H -0.573 2.314 0.506 0.43
H 1.810 -2.481 -0.225 0.16
H -0.405 1.692 -1.119 0.22
H -1.463 -0.384 -0.472 0.39
H -0.067 -3.208 -0.224 0.27
H 1.934 2.452 -0.259 0.38
H -1.201 -0.013 1.107 0.26
```

C6H7Br2NOS | wB97M-V/def2-TZVPD

The frontier orbital gap comes out at 9.7 eV. Its total charge is 0. The SMILES is O=C1C[C@@H]2SC[C@H](Br)[C@@H](Br)N12. Its highest occupied orbital energy is -0.342 hartree.

Geometry as XYZ:
```
18
Properties=species:S:1:pos:R:3:mulliken_charge:R:1
Br -2.664 -1.196 -0.597 -0.06
Br -0.574 2.744 0.434 -0.07
S 1.480 0.667 -1.249 -0.09
O 0.519 -0.443 3.018 -0.62
N -0.017 -0.579 0.660 0.14
C 1.111 -0.822 -0.193 -0.33
C -1.649 0.155 0.297 -0.43
C -0.229 0.950 -1.713 -0.82
C 1.890 -1.166 1.108 -0.37
C -1.265 1.265 -0.649 -0.36
C 0.714 -0.648 1.850 0.28
H 0.849 -1.747 -0.709 0.34
H 2.062 -2.323 1.103 0.24
H -0.665 0.031 -2.375 0.29
H 2.936 -0.654 1.201 0.28
H -2.163 0.239 1.181 0.49
H -2.067 1.770 -1.073 0.57
H -0.267 1.757 -2.294 0.52
```

C6H7BrN2S | wB97M-V/def2-TZVPD

The frontier orbital gap comes out at 7.6 eV. Its total charge is 0. The SMILES is [H]/N=N\Br.Sc1ccccc1. Its highest occupied orbital energy is -0.302 hartree.

Geometry as XYZ:
```
17
Properties=species:S:1:pos:R:3:mulliken_charge:R:1
Br 4.866 -0.581 0.288 -0.19
S 1.828 1.275 -0.042 -0.24
N 5.495 0.333 -2.438 -0.24
N 5.154 0.641 -1.375 0.13
C -1.687 -0.358 -0.814 -0.17
C -0.606 -1.748 0.819 -0.31
C 0.505 0.142 -0.064 0.73
C 0.510 -0.997 0.714 -0.41
C -0.516 0.397 -0.963 -0.59
C -1.748 -1.383 0.127 -0.60
H 1.424 -1.408 1.192 0.24
H -2.489 -2.159 0.165 0.31
H 2.131 1.073 1.141 0.12
H -0.490 1.434 -1.418 0.23
H -2.593 -0.222 -1.496 0.27
H 5.871 -0.670 -2.754 0.31
H -0.599 -2.571 1.485 0.39
```

For the records above, the corresponding DFT total energy values read -14502.1741 -19199.2957 -30032.1468 -27984.9282 -27984.2502 -24863.6966 -7003.5439 -34877.9827 -21936.4255 -76373.8706 -160790.7721 -90190.2757 eV.